C6H6N2 | ωB97M-V/def2-TZVPD

Net charge: 0
Kohn-Sham gap (spin up / spin down): 10.56 / 4.83 eV
LUMO level (spin up / spin down): 0.77 / -2.83 eV
ΔE to the lowest compared entry with this formula, charge and spin: 437.6 kJ/mol
Strongest force on any atom: 3.16 eV/A
DFT total energy: -9294.210 eV

XYZ file:
```
14
C6H6N2 | the Open Molecules 2025 dataset | ωB97M-V/def2-TZVPD
C -1.47 1.58 -0.07
C 1.03 2.08 0.09
C 2.10 1.20 0.01
C -0.13 1.17 0.15
C 1.55 -0.13 0.10
C -2.03 -1.38 0.15
N -2.54 1.81 -0.45
N 0.22 -0.12 0.20
H 0.85 3.13 0.13
H 3.18 1.55 -0.19
H -1.66 -1.59 1.11
H -2.29 -2.25 -0.39
H -2.46 -0.42 -0.06
H 1.96 -1.07 -0.01
```

=====

C6H6N2 | ωB97M-V/def2-TZVPD

Net charge: 0
Kohn-Sham gap: 8.72 eV
LUMO level: 0.35 eV
ΔE to the lowest compared entry with this formula, charge and spin: 393.1 kJ/mol
Strongest force on any atom: 8.34 eV/A
SMILES string: C1=Cc2ccnn2C1
DFT total energy: -9294.670 eV

XYZ file:
```
14
C6H6N2 | the Open Molecules 2025 dataset | ωB97M-V/def2-TZVPD
C 2.09 0.01 0.19
C 1.20 1.09 -0.06
C -0.23 0.82 -0.14
C -1.62 1.12 0.06
C -2.35 -0.15 0.15
N -1.34 -1.30 -0.06
N -0.28 -0.50 -0.34
C 0.98 -1.18 -0.03
H 3.16 0.11 0.38
H 1.66 2.14 -0.33
H -2.06 2.08 -0.14
H -3.33 -0.22 0.34
H 1.05 -1.99 -0.85
H 1.07 -2.02 0.84
```

=====

C6H6N2 | ωB97M-V/def2-TZVPD

Net charge: 0
Kohn-Sham gap: 9.58 eV
LUMO level: -0.75 eV
ΔE to the lowest compared entry with this formula, charge and spin: 183.8 kJ/mol
Strongest force on any atom: 6.13 eV/A
SMILES string: CC/C(C#N)=C/C#N
DFT total energy: -9296.839 eV

XYZ file:
```
14
C6H6N2 | the Open Molecules 2025 dataset | ωB97M-V/def2-TZVPD
C 0.90 0.37 -1.65
C -0.57 0.59 -0.99
C -0.37 -0.07 0.37
C 0.02 -1.53 0.34
N 0.00 -2.73 0.19
C -0.55 0.45 1.61
C -0.27 -0.13 2.84
N 0.14 -0.77 3.75
H 1.69 0.87 -1.10
H 0.78 0.69 -2.78
H 1.20 -0.71 -1.62
H -0.91 1.62 -0.90
H -1.27 -0.10 -1.73
H -0.80 1.45 1.67
```

=====

C6H6N2 | ωB97M-V/def2-TZVPD

Net charge: 0
Kohn-Sham gap: 9.30 eV
LUMO level: -0.48 eV
ΔE to the lowest compared entry with this formula, charge and spin: 504.3 kJ/mol
Strongest force on any atom: 7.39 eV/A
DFT total energy: -9293.517 eV

XYZ file:
```
14
C6H6N2 | the Open Molecules 2025 dataset | ωB97M-V/def2-TZVPD
C 0.47 0.47 -2.52
C -0.71 0.30 -1.75
C -0.29 0.34 -0.25
C -0.41 -0.05 1.82
C 0.85 -0.68 1.54
C 0.99 -0.60 0.20
H 1.83 0.83 -2.06
H 0.12 0.59 -3.48
H -1.91 0.28 -2.00
H -1.95 0.39 2.76
H 1.17 -1.40 2.40
H 1.85 -0.83 -0.34
N -1.02 0.44 0.71
N -0.98 -0.07 2.95
```